One molecule with the formula C4H7P. Source: the Open Molecules 2025 dataset; level of theory: wB97M-V/def2-TZVPD.

Properties
Net charge   0
Orbital gap (alpha / beta)   0.2572 / 0.2923 Ha
HOMO (alpha / beta)   -7.9 / -8.4 eV
LUMO level (alpha / beta)   -0.87 / -0.42 eV

Geometry (Å):
P: 2.673 -0.048 -0.038
C: -0.147 -1.247 -0.312
C: 0.581 0.004 -0.300
C: -0.119 1.250 -0.051
C: -1.430 -1.248 0.166
H: -0.595 1.382 0.859
H: 2.988 1.198 0.419
H: -1.932 -2.217 0.264
H: -1.856 -0.398 0.448
H: 0.456 2.113 -0.225
H: 0.381 -2.165 -0.552
H: -1.000 1.377 -0.677

=====

C4H14N2O as an isolated structure. Source: the Open Molecules 2025 dataset; level of theory: wB97M-V/def2-TZVPD.

Properties
Net charge   0
Orbital gap   0.2686 Ha
HOMO   -6.7 eV
LUMO level   0.61 eV

Geometry (Å):
O: 2.718 -0.678 0.504
N: 0.351 -0.272 -0.057
N: -1.361 1.349 -0.302
C: 1.137 -1.914 1.932
C: 1.525 -1.418 0.558
C: -0.641 2.229 -1.195
C: -2.409 0.637 -0.998
H: -0.718 0.450 0.449
H: -3.155 1.339 -1.384
H: 1.638 -2.253 -0.148
H: 0.924 -1.074 2.597
H: -2.042 0.053 -1.862
H: 0.264 -2.562 1.872
H: -0.003 -0.811 -0.830
H: 1.049 0.435 -0.273
H: 1.949 -2.493 2.385
H: -1.298 3.012 -1.588
H: -0.222 1.708 -2.076
H: -2.920 -0.028 -0.301
H: 0.182 2.710 -0.666
H: 3.031 -0.418 1.383

=====

C31H46OsP2 as an isolated structure. Source: the Open Molecules 2025 dataset; level of theory: wB97M-V/def2-TZVPD.

Properties
Net charge   +2
Orbital gap (alpha / beta)   0.1250 / 0.0851 Ha
HOMO (alpha / beta)   -9.5 / -12.9 eV
LUMO level (alpha / beta)   -6.14 / -10.55 eV
2S+1   5

Geometry (Å):
Os: 0.990 1.350 0.182
P: -1.181 0.959 -0.379
P: 0.744 -0.854 -0.329
C: 0.606 1.007 2.239
C: 1.086 1.826 7.559
C: 0.126 2.550 6.844
C: 0.330 4.392 -1.020
C: 2.082 2.469 -1.331
C: -4.079 -3.705 -1.612
C: -2.600 1.537 0.635
C: 1.819 0.819 6.922
C: -3.406 -2.729 -3.904
C: -2.991 -3.961 -4.670
C: 1.344 3.410 -0.513
C: 2.022 2.365 -2.825
C: -1.896 -4.980 -1.932
C: -1.110 -0.890 -0.214
C: 1.803 3.296 0.834
C: -1.133 -4.686 -2.992
C: -1.807 1.245 -2.088
C: 1.113 -1.506 -2.012
C: 3.043 1.810 -0.470
C: 3.643 1.909 2.081
C: -3.400 -5.073 -1.845
C: 1.378 -2.209 0.738
C: 0.630 1.259 4.854
C: -3.849 -2.633 -2.645
C: -1.524 -4.369 -4.412
C: 1.595 0.537 5.571
C: -0.099 2.272 5.492
C: 0.483 1.053 3.438
C: 2.865 2.296 0.862
C: 4.097 0.846 -0.924
C: 1.338 4.080 2.022
H: 2.174 -1.764 -2.074
H: -2.653 0.589 -2.320
H: 1.971 4.963 2.184
H: -0.461 4.563 -0.284
H: 2.188 -0.225 5.080
H: 4.204 0.985 1.914
H: 0.998 2.488 -3.190
H: 1.270 2.053 8.601
H: 0.804 5.359 -1.235
H: 2.970 1.744 2.928
H: 2.384 1.391 -3.169
H: -0.872 -3.556 -4.760
H: -1.003 1.069 -2.808
H: -4.085 -1.629 -2.290
H: -2.129 2.286 -2.183
H: 5.034 1.374 -1.146
H: -2.793 2.590 0.406
H: 3.791 0.323 -1.834
H: -1.278 -5.232 -5.052
H: -0.135 4.041 -1.945
H: -3.823 -5.555 -2.728
H: -2.307 1.454 1.684
H: -3.090 -3.753 -5.742
H: 2.641 3.137 -3.305
H: 1.370 3.462 2.925
H: 0.308 4.424 1.888
H: -5.163 -3.863 -1.496
H: -0.056 -4.667 -2.822
H: 0.905 -0.735 -2.758
H: 0.810 -3.136 0.603
H: -3.506 0.953 0.441
H: -3.739 -3.311 -0.644
H: -1.372 -5.149 -0.991
H: 1.311 -1.866 1.774
H: -0.825 2.858 4.941
H: -1.374 -1.142 0.818
H: 0.518 -2.399 -2.235
H: -3.655 -4.803 -4.465
H: 2.429 -2.390 0.494
H: 2.572 0.270 7.473
H: -3.299 -1.792 -4.452
H: 4.360 2.695 2.357
H: -1.675 -1.510 -0.918
H: 4.310 0.097 -0.155
H: -0.430 3.339 7.334
H: -3.659 -5.717 -0.997

=====

C14H42F3O12Y as an isolated structure. Source: the Open Molecules 2025 dataset; level of theory: wB97M-V/def2-TZVPD.

Properties
Net charge   0
Orbital gap   0.0585 Ha
HOMO   -6.3 eV
LUMO level   -4.76 eV

Geometry (Å):
Y: -0.712 1.404 -5.214
F: 1.947 -3.587 -0.104
F: 1.302 -3.030 1.755
F: 2.575 -1.838 0.508
O: -9.180 -1.045 4.225
O: -1.620 6.186 10.842
O: 5.536 -10.376 4.098
O: -1.695 5.406 -7.002
O: 3.853 1.623 -3.694
O: -5.268 9.020 2.145
O: 0.090 -0.651 0.464
O: 0.133 -1.780 -1.500
O: 9.735 -4.832 -4.674
O: 1.955 -10.675 -6.786
O: -4.954 1.299 -2.820
O: -0.893 5.789 -4.199
C: 0.149 -1.993 -0.076
C: 2.060 -9.377 -6.280
C: 9.561 -5.440 -3.359
C: -1.303 6.917 -5.012
C: -7.974 -1.808 4.403
C: 4.656 2.013 -2.577
C: -0.069 1.271 2.056
C: -5.549 8.939 3.518
C: -5.563 2.006 -1.699
C: 1.496 -2.580 0.525
C: -1.929 6.701 -6.443
C: -0.820 6.841 9.905
C: 5.005 -9.546 3.112
C: -0.161 -0.301 1.835
H: 10.071 -6.400 -3.433
H: 2.086 -10.637 -7.737
H: 10.151 -4.821 -2.683
H: -5.411 7.869 3.678
H: -5.311 1.460 -0.791
H: -1.319 7.467 9.164
H: -0.006 7.294 10.470
H: -8.952 -0.187 3.859
H: 2.240 -9.454 -5.208
H: 5.674 -9.146 2.351
H: 2.986 -8.992 -6.708
H: -1.766 7.544 -7.114
H: 4.534 1.396 -4.331
H: -7.400 -1.434 5.251
H: 4.164 -9.984 2.574
H: 9.322 -5.377 -5.349
H: 8.519 -5.433 -3.039
H: -5.699 0.804 -3.169
H: 5.162 2.922 -2.903
H: -0.791 -2.497 0.147
H: -4.900 9.634 4.051
H: -1.010 1.676 1.683
H: -3.009 6.665 -6.296
H: -5.300 3.057 -1.573
H: 4.016 2.351 -1.762
H: 5.841 -11.169 3.652
H: 0.053 1.461 3.123
H: 0.756 1.696 1.484
H: -8.062 -2.886 4.539
H: 0.486 -0.806 2.553
H: 4.540 -8.692 3.603
H: -0.517 6.064 9.203
H: -6.643 2.013 -1.842
H: -1.137 -0.726 2.067
H: -6.595 9.171 3.716
H: 5.353 1.285 -2.163
H: -7.479 -1.700 3.438
H: -1.352 6.391 11.741
H: -2.016 7.585 -4.528
H: -4.318 9.009 2.007
H: -0.553 7.701 -5.120
H: 1.227 -8.730 -6.553

=====

H24HeO12 as an isolated structure. Source: the Open Molecules 2025 dataset; level of theory: wB97M-V/def2-TZVPD.

Properties
Net charge   0
Orbital gap   0.3428 Ha
HOMO   -9.6 eV
LUMO level   -0.30 eV

Geometry (Å):
O: 1.272 3.385 0.587
O: -0.381 1.261 3.257
O: -0.387 -1.623 -3.299
O: -0.821 2.503 -1.180
O: -2.283 -0.368 -1.742
O: 1.604 -0.234 2.313
O: 1.489 -3.129 0.989
O: 2.291 -1.167 -2.669
O: 1.408 1.580 -2.955
O: -2.204 1.672 1.156
O: -2.895 -1.276 0.885
O: -1.109 -2.459 2.404
He: 0.464 -0.176 -0.391
H: -0.254 -2.570 1.988
H: -0.203 2.762 -0.496
H: 3.161 -1.212 -2.273
H: -2.458 -0.564 -0.821
H: 0.673 1.870 -2.416
H: -0.951 -1.202 -2.650
H: -0.771 0.435 3.544
H: -1.518 1.376 1.755
H: 2.103 -0.231 -2.732
H: 2.132 -3.748 1.335
H: -2.014 0.551 -1.744
H: -1.751 1.817 0.326
H: 1.505 -1.023 1.780
H: 2.430 -0.361 2.779
H: -1.359 -3.342 2.677
H: 1.428 4.215 0.136
H: 2.146 3.022 0.732
H: -3.577 -1.934 1.018
H: -2.147 -1.602 1.386
H: 1.167 1.831 -3.847
H: 1.826 -2.892 0.125
H: -0.916 3.283 -1.726
H: 0.503 -1.448 -2.994
H: 0.397 1.000 2.764

=====

One molecule with the formula C4H7NO. Source: the Open Molecules 2025 dataset; level of theory: wB97M-V/def2-TZVPD.

Properties
Net charge   0
Orbital gap   0.3912 Ha
HOMO   -9.6 eV
LUMO level   1.02 eV

Geometry (Å):
O: -0.069 -0.954 -1.040
N: 0.849 1.112 -1.198
C: -0.278 1.222 -0.265
C: 0.024 -0.805 1.356
C: 0.839 -0.098 -1.570
C: -0.623 -0.237 0.097
H: -0.022 1.856 0.589
H: -1.113 1.699 -0.796
H: 1.516 -0.530 -2.301
H: -1.703 -0.410 0.104
H: -0.402 -1.783 1.604
H: 1.098 -0.942 1.194
H: -0.116 -0.143 2.216

=====

- What is the net charge in the fourth record?
  0